Entry 1:
10
Properties=species:S:1:pos:R:3:forces:R:3 method="wB97M-V/def2-TZVPD" total_charge=+1 spin_multiplicity=1 gap_ev=9.17
C 0.559664 -1.266835 1.722095 -2.36 2.38 6.42
O 0.559879 -0.577553 -0.388361 -2.04 1.82 0.32
O -0.052630 -0.250144 2.054608 1.80 -2.39 -2.90
O 1.020148 -2.255825 2.139835 0.45 0.09 -2.85
Ca 0.676625 -0.920353 -2.483526 0.03 -0.42 -0.16
P -0.381623 0.735063 -0.374259 0.54 0.20 -0.13
F 0.213239 1.087894 -2.021269 -0.44 0.89 -0.08
F -1.653963 0.150897 -1.233450 1.09 -0.38 0.04
F -1.512471 1.365420 0.548640 1.38 -0.94 -0.43
F 0.571133 1.931436 0.035685 -0.46 -1.25 -0.24


Entry 2:
6
Properties=species:S:1:pos:R:3:forces:R:3 method="wB97M-V/def2-TZVPD" total_charge=0 relative_energy_kcal_mol=26.3 smiles="O=C=NCl.FCl" spin_multiplicity=1 gap_ev=10.47
O -1.142803 -0.520988 0.179989 -0.40 0.25 -0.43
C -0.512504 0.037380 0.969151 2.16 0.32 2.65
N 0.274006 0.297023 1.916029 -1.72 -1.14 -2.20
Cl 0.710012 1.726079 2.625462 -0.06 0.58 0.00
F 0.491533 -1.166303 -2.244315 1.52 -3.80 5.72
Cl 0.179755 -0.373191 -3.446316 -1.50 3.80 -5.73


Entry 3:
6
Properties=species:S:1:pos:R:3:forces:R:3 method="wB97M-V/def2-TZVPD" total_charge=0 relative_energy_kcal_mol=18.7 smiles="O=C=NCl.FCl" spin_multiplicity=1 gap_ev=9.21
O 0.257445 -0.739941 -0.862703 2.24 -0.20 -1.54
C -0.636955 -1.014801 -0.212452 -2.94 0.47 2.21
N -1.702349 -0.937585 0.382333 0.13 -0.16 -0.36
Cl -2.534324 -1.640382 1.643854 0.55 -0.14 -0.32
F 2.186891 1.386647 -0.198781 0.21 1.25 -0.43
Cl 2.429291 2.946062 -0.752252 -0.19 -1.22 0.44


Entry 4:
7
Properties=species:S:1:pos:R:3:forces:R:3 method="wB97M-V/def2-TZVPD" total_charge=-1 relative_energy_kcal_mol=0.2 spin_multiplicity=1 gap_ev=7.92
C 0.929925 0.699017 0.631137 -0.21 0.93 0.81
N -0.188065 0.498952 1.013282 -1.82 -1.03 -0.39
O -0.339867 -1.875921 -0.498727 -0.98 0.88 -0.08
O -1.538785 -0.000992 -1.602561 0.34 -0.22 0.56
S -1.330830 -0.784671 -0.381965 0.69 -0.67 0.04
Cl 1.994383 1.686400 1.718519 0.94 0.28 0.17
Cl 1.664046 0.387498 -0.867200 1.04 -0.18 -1.11


Entry 5:
8
Properties=species:S:1:pos:R:3:forces:R:3 method="wB97M-V/def2-TZVPD" total_charge=0 relative_energy_kcal_mol=62.8 spin_multiplicity=1 gap_ev="8.02 / 6.74"
C -1.241834 -0.471975 0.355942 0.61 0.81 0.24
O 2.364707 -0.391505 0.182073 -0.45 0.35 0.33
O 1.212566 1.885477 0.065774 0.31 -0.78 0.55
F 1.099928 0.332710 -1.812427 0.00 -0.15 1.86
S 1.237576 0.453362 -0.100236 -1.23 0.48 -2.84
Cl -2.499013 -0.073997 -0.706770 0.09 0.75 -0.35
Cl -0.800519 -2.080942 0.124363 0.42 -0.57 0.82
Cl -1.373411 0.346871 1.891281 0.24 -0.90 -0.61


Entry 6:
8
Properties=species:S:1:pos:R:3:forces:R:3 method="wB97M-V/def2-TZVPD" total_charge=0 relative_energy_kcal_mol=72.7 smiles="O=P(Cl)(Cl)N=C(Cl)Cl" spin_multiplicity=1 gap_ev=8.52
O 0.316195 0.577495 -2.231063 0.75 -4.46 6.41
P 0.579938 -0.563547 -0.715525 -3.01 4.22 -7.19
Cl 0.206836 -2.455243 -1.246018 -0.05 0.07 0.15
Cl 2.483932 -0.554150 -0.430311 1.35 0.11 1.02
N -0.441743 -0.414097 0.619220 1.71 0.05 -0.90
C -0.812422 0.693422 1.108425 0.19 -1.47 -0.87
Cl -2.017215 0.492547 2.242630 -1.07 0.79 1.29
Cl -0.315521 2.223572 0.652642 0.13 0.69 0.09